(1)
The following is a DFT calculation (the ωB97M-V functional and the def2-TZVPD basis) of a structure of composition C25H38P2Pt at a distorted geometry.

- 2S+1: 3
- Relative energy (zero: lowest compared OMol25 entry of this formula, charge and spin): 0.0 kJ/mol
- Max |F|: 1.69 eV/Å
- Net charge: 0
- Total energy: -48360.217 eV
- LUMO energy (spin up / spin down): 0.68 / -2.10 eV
- Orbital gap (spin up / spin down): 5.085 / 5.614 eV
- Molar mass: 595.605 g mol⁻¹

Last column: natural (NBO) charge in e.
Geometry (Å):
P1 5.45 0.32 -1.58  0.865
P2 4.89 -2.96 -0.89  0.850
C1 6.83 -0.92 -1.43  -0.714
C2 6.43 -2.38 -1.74  -0.713
H1 7.21 -0.83 -0.39  0.220
H2 7.63 -0.59 -2.10  0.211
H3 6.26 -2.52 -2.82  0.224
H4 7.22 -3.08 -1.43  0.214
C3 5.57 -3.15 0.82  -0.946
H5 4.79 -3.56 1.47  0.234
H6 5.89 -2.18 1.23  0.235
H7 6.43 -3.83 0.80  0.215
C4 4.78 -4.69 -1.46  -0.950
H8 5.68 -5.25 -1.18  0.216
H9 4.66 -4.70 -2.55  0.237
H10 3.89 -5.15 -1.00  0.238
C5 6.43 1.86 -1.34  -0.948
H11 5.76 2.72 -1.50  0.237
H12 7.28 1.92 -2.03  0.213
H13 6.80 1.89 -0.30  0.233
C6 5.31 0.28 -3.43  -0.953
H14 4.96 -0.70 -3.78  0.231
H15 6.28 0.50 -3.90  0.213
H16 4.58 1.04 -3.74  0.236
Pt1 0.57 -0.04 -0.09  0.996
C7 1.53 -2.29 -0.25  -0.215
C8 2.10 -1.62 0.84  -0.283
C9 3.40 -0.88 0.95  -0.503
C10 3.38 0.65 0.70  -0.433
C11 2.70 1.09 -0.55  -0.321
C12 2.13 0.32 -1.60  -0.494
C13 2.69 -1.00 -2.08  -0.531
C14 1.82 -2.23 -1.72  -0.448
C15 -0.42 1.65 -0.47  -0.825
H17 0.81 -3.05 0.03  0.223
H18 1.75 -1.97 1.82  0.225
H19 4.10 -1.33 0.23  0.241
H20 3.84 -1.07 1.95  0.217
H21 2.87 1.10 1.58  0.202
H22 4.43 1.03 0.72  0.200
H23 2.57 2.18 -0.64  0.210
H24 1.60 0.90 -2.39  0.220
H25 3.65 -1.11 -1.54  0.261
H26 2.92 -0.95 -3.16  0.213
H27 0.86 -2.14 -2.27  0.219
H28 2.31 -3.16 -2.08  0.216
H29 -1.40 1.43 -0.93  0.204
H30 0.15 2.34 -1.10  0.195
H31 -0.61 2.12 0.51  0.203
C16 -4.87 -1.55 -0.18  -0.218
C17 -3.86 -1.31 -1.13  -0.219
C18 -2.55 -1.07 -0.71  -0.180
C19 -2.21 -1.06 0.66  -0.145
C20 -0.91 -0.70 1.15  -0.136
C21 -0.63 -0.73 2.50  -0.269
C22 -1.63 -1.06 3.44  -0.213
C23 -2.92 -1.34 3.02  -0.224
C24 -3.24 -1.34 1.63  0.030
C25 -4.56 -1.57 1.18  -0.203
H32 -5.89 -1.74 -0.51  0.214
H33 -4.10 -1.31 -2.20  0.215
H34 -1.76 -0.85 -1.44  0.214
H35 0.38 -0.47 2.80  0.212
H36 -1.38 -1.07 4.50  0.213
H37 -3.71 -1.56 3.73  0.210
H38 -5.34 -1.75 1.92  0.208


(2)
The following is a DFT calculation (the ωB97M-V functional and the def2-TZVPD basis) of a structure of composition C25H39EuI2N2O7P at a distorted geometry.

- 2S+1: 8
- Max |F|: 4.19 eV/Å
- Net charge: 0
- Total energy: -88694.689 eV
- LUMO energy (spin up / spin down): 0.47 / 0.47 eV
- Orbital gap (spin up / spin down): 5.007 / 7.596 eV
- Molar mass: 916.340 g mol⁻¹

Last column: Mulliken spin population.
Geometry (Å):
Eu1 -1.13 0.01 -0.60  6.904
I1 -1.67 -6.86 -1.50  0.001
C1 -2.11 -4.80 -1.56  0.021
C2 -1.50 -4.00 -2.52  -0.001
C3 -1.75 -2.65 -2.48  0.003
I2 -0.65 -1.24 -3.62  0.002
C4 -2.59 -2.02 -1.54  0.022
O1 -2.81 -0.75 -1.56  -0.011
C5 -3.12 -2.87 -0.53  0.007
C6 -3.70 -2.16 0.65  0.002
N1 -2.64 -1.35 1.29  0.008
C7 -1.71 -2.14 2.08  0.001
C8 -0.59 -2.78 1.28  0.013
C9 -0.03 -3.98 1.71  -0.002
C10 1.02 -4.53 0.99  0.007
C11 1.47 -3.87 -0.14  -0.008
C12 0.86 -2.68 -0.50  0.014
N2 -0.15 -2.14 0.19  -0.028
C13 -2.89 -4.23 -0.56  -0.005
H1 -0.83 -4.42 -3.27  0.000
H2 -4.14 -2.88 1.36  0.000
H3 -4.48 -1.48 0.31  0.000
H4 -3.09 -0.69 1.91  0.002
H5 -2.22 -2.92 2.65  0.000
H6 -1.23 -1.46 2.80  -0.002
H7 -0.41 -4.47 2.59  0.000
H8 1.47 -5.46 1.30  -0.001
H9 2.28 -4.27 -0.74  0.000
H10 1.20 -2.13 -1.36  0.001
H11 -3.30 -4.86 0.22  0.000
C14 -4.35 1.51 0.48  0.005
O2 -2.94 1.60 0.57  0.008
C15 -2.43 2.87 0.21  0.021
C16 -2.49 3.09 -1.29  -0.006
O3 -1.64 2.13 -1.90  0.009
C17 -1.59 2.26 -3.31  0.004
H12 -4.82 2.48 0.66  0.000
H13 -4.69 0.83 1.27  0.000
H14 -4.66 1.11 -0.49  -0.002
H15 -1.39 2.87 0.54  -0.009
H16 -2.97 3.67 0.73  -0.001
H17 -2.14 4.10 -1.54  -0.001
H18 -3.52 2.96 -1.66  -0.001
H19 -2.34 1.62 -3.78  0.000
H20 -0.59 1.94 -3.63  -0.002
H21 -1.75 3.29 -3.62  0.000
C18 4.49 0.71 1.46  0.000
C19 3.24 -0.13 1.69  0.000
C20 2.52 0.32 2.95  0.000
C21 3.61 -1.61 1.79  0.000
O4 2.39 -0.05 0.52  -0.005
P1 1.23 1.00 0.21  0.029
O5 0.04 0.79 1.10  0.011
O6 0.83 0.74 -1.23  -0.011
O7 1.81 2.46 0.48  0.000
C22 2.30 3.43 -0.49  -0.002
C23 3.01 4.47 0.36  0.000
C24 1.10 4.04 -1.21  0.004
C25 3.25 2.79 -1.49  0.000
H22 5.19 0.56 2.28  0.000
H23 4.24 1.77 1.41  0.000
H24 4.98 0.43 0.52  0.000
H25 3.17 0.21 3.82  0.000
H26 1.62 -0.28 3.11  0.000
H27 2.22 1.37 2.87  0.000
H28 4.25 -1.77 2.65  0.000
H29 4.13 -1.92 0.89  0.000
H30 2.70 -2.21 1.90  0.000
H31 2.37 4.77 1.19  0.000
H32 3.25 5.35 -0.24  0.000
H33 3.93 4.06 0.77  0.000
H34 0.42 4.50 -0.49  0.000
H35 0.57 3.26 -1.76  -0.002
H36 1.44 4.80 -1.91  0.000
H37 4.16 2.45 -1.00  0.000
H38 3.53 3.51 -2.25  0.000
H39 2.77 1.93 -1.97  0.000